1.
Entry from the Open Molecules 2025 dataset: a molecular structure, C25H60BrGaO11PS4 at a distorted geometry (wB97M-V/def2-TZVPD).

Molar mass in g mol⁻¹: 845.6
Net charge: -1
Relative energy (zero: lowest compared OMol25 entry of this formula, charge and spin) in kcal/mol: 25.6
Gap between HOMO and LUMO in eV: 6.5
Highest occupied orbital energy in Ha: -0.15997
Maximum force in eV/A: 2.33

Element x y z (Å)
C1 -0.24 -2.66 5.30
C2 0.62 -3.27 4.18
O1 0.69 -2.36 3.06
P1 0.52 -3.11 1.62
O2 -0.89 -3.56 1.49
C3 1.02 -1.99 0.26
C4 0.42 -0.55 0.51
C5 1.30 0.57 -0.11
Ga1 0.25 1.93 -1.25
C6 1.39 3.61 -1.66
C7 2.11 4.14 -0.38
O3 3.54 4.07 -0.59
C8 4.25 5.04 0.01
C9 5.59 4.58 0.61
O4 3.95 6.21 0.06
C10 -1.42 2.69 -0.26
C11 -2.50 1.66 0.14
C12 -3.93 2.30 -0.01
Br1 -2.26 1.31 2.09
O5 -0.25 1.00 -2.83
C13 0.50 1.28 -3.98
C14 1.85 0.54 -4.07
C15 2.46 0.78 -5.48
O6 2.80 0.95 -3.10
O7 1.52 -4.44 1.61
C16 1.36 -5.18 0.38
C17 1.05 -6.66 0.74
H1 -1.08 -3.33 5.51
H2 -0.64 -1.67 5.04
H3 0.34 -2.56 6.23
H4 1.65 -3.45 4.52
H5 0.15 -4.21 3.86
H6 2.11 -1.97 0.09
H7 0.51 -2.40 -0.63
H8 0.38 -0.39 1.59
H9 -0.61 -0.58 0.13
H10 2.02 0.08 -0.79
H11 1.93 1.07 0.65
H12 0.66 4.38 -1.97
H13 2.08 3.47 -2.49
H14 1.81 3.52 0.49
H15 1.76 5.16 -0.19
H16 5.76 5.08 1.57
H17 6.36 4.85 -0.13
H18 5.60 3.48 0.68
H19 -1.82 3.44 -0.97
H20 -1.02 3.26 0.59
H21 -2.42 0.74 -0.44
H22 -3.91 3.14 -0.70
H23 -4.67 1.54 -0.31
H24 -4.25 2.67 0.97
H25 -0.09 0.91 -4.85
H26 0.66 2.36 -4.17
H27 1.73 -0.55 -3.97
H28 3.54 0.57 -5.45
H29 2.02 0.12 -6.25
H30 2.37 1.84 -5.76
H31 3.37 1.64 -3.46
H32 2.30 -5.09 -0.20
H33 0.55 -4.78 -0.24
H34 0.08 -6.93 0.29
H35 0.97 -6.74 1.83
H36 1.86 -7.29 0.35
C18 -3.35 0.00 8.63
S1 -3.98 -1.24 7.50
O8 -2.88 -2.21 7.26
C19 -4.05 -0.16 6.06
H37 -3.19 -0.47 9.60
H38 -2.41 0.40 8.26
H39 -4.08 0.80 8.74
H40 -3.06 0.24 5.86
H41 -4.76 0.64 6.25
H42 -4.39 -0.75 5.21
C20 4.55 -3.05 3.13
S2 4.95 -1.54 2.23
O9 3.86 -1.32 1.24
C21 6.36 -2.21 1.34
H43 3.66 -2.86 3.72
H44 4.35 -3.85 2.42
H45 5.39 -3.31 3.78
H46 6.04 -3.07 0.75
H47 7.13 -2.50 2.05
H48 6.74 -1.43 0.67
C22 -1.65 -3.25 -5.72
S3 -1.92 -1.74 -4.77
O10 -1.36 -0.62 -5.57
C23 -0.73 -2.11 -3.47
H49 -2.27 -3.20 -6.61
H50 -0.60 -3.32 -6.01
H51 -1.94 -4.11 -5.12
H52 0.25 -2.26 -3.91
H53 -1.06 -3.01 -2.94
H54 -0.71 -1.26 -2.79
C24 -7.51 4.21 -4.28
S4 -6.05 3.24 -3.87
O11 -6.33 2.53 -2.60
C25 -5.00 4.65 -3.48
H55 -8.32 3.51 -4.52
H56 -7.80 4.81 -3.42
H57 -7.31 4.84 -5.14
H58 -5.45 5.22 -2.67
H59 -4.87 5.26 -4.36
H60 -4.03 4.26 -3.15

---

2.
Entry from the Open Molecules 2025 dataset: 12 unconnected molecules or ions with the total composition C25H60F14N12O31S14 at a distorted geometry (wB97M-V/def2-TZVPD).

Molar mass in g mol⁻¹: 1739.7
Net charge: -2
Gap between HOMO and LUMO in eV: 4.9
Highest occupied orbital energy in Ha: -0.17732
Maximum force in eV/A: 16.10

Element x y z (Å)
C1 7.79 -17.85 1.33
C2 6.94 -17.73 2.57
O1 7.53 -17.73 3.68
N1 5.40 -17.56 2.46
H1 5.26 -16.59 2.23
H2 5.04 -18.22 1.79
C3 4.63 -17.84 3.77
H3 7.26 -17.56 0.42
H4 8.11 -18.89 1.25
H5 8.68 -17.21 1.36
H6 4.88 -18.86 4.07
H7 3.58 -17.91 3.50
H8 4.74 -16.99 4.44
C4 0.34 -11.40 1.62
C5 1.14 -10.06 1.55
O2 2.17 -9.93 2.11
N2 0.55 -8.86 0.74
H9 0.17 -9.21 -0.12
H10 -0.15 -8.30 1.22
C6 1.58 -7.71 0.55
H11 -0.71 -11.13 1.55
H12 0.71 -11.95 2.49
H13 0.60 -11.90 0.69
H14 1.03 -6.77 0.49
H15 1.99 -7.79 -0.45
H16 2.39 -7.63 1.27
C7 1.12 -21.12 -6.90
C8 0.64 -20.94 -5.48
O3 0.09 -19.92 -5.13
N3 0.98 -22.00 -4.47
H17 0.57 -22.90 -4.66
H18 1.95 -22.27 -4.49
C9 0.41 -21.65 -3.12
H19 0.68 -22.11 -7.01
H20 2.20 -21.23 -7.00
H21 0.66 -20.51 -7.66
H22 -0.67 -21.54 -3.29
H23 0.94 -20.78 -2.75
H24 0.70 -22.54 -2.56
C10 8.59 -17.33 -3.45
C11 7.25 -17.69 -4.07
C12 6.95 -17.03 -5.35
N4 5.60 -17.35 -6.13
C13 5.52 -16.29 -7.28
C14 5.71 -18.73 -6.82
C15 4.83 -19.69 -5.98
C16 3.73 -18.81 -5.39
C17 4.26 -17.39 -5.32
H25 9.41 -17.76 -4.03
H26 8.81 -17.80 -2.49
H27 8.71 -16.25 -3.41
H28 6.51 -17.38 -3.33
H29 7.08 -18.72 -4.40
H30 7.76 -17.12 -6.07
H31 6.73 -15.99 -5.11
H32 6.37 -16.33 -7.96
H33 5.62 -15.34 -6.75
H34 4.53 -16.23 -7.74
H35 4.96 -18.63 -7.60
H36 6.70 -19.14 -7.06
H37 4.60 -20.60 -6.53
H38 5.35 -20.00 -5.07
H39 2.91 -18.90 -6.10
H40 3.30 -19.02 -4.41
H41 3.58 -16.71 -5.83
H42 4.47 -17.02 -4.31
C18 1.05 -17.06 2.86
C19 1.72 -16.68 1.57
C20 0.69 -16.11 0.54
N5 1.22 -15.66 -0.86
C21 2.29 -14.47 -0.65
C22 0.02 -15.18 -1.75
C23 0.29 -15.80 -3.10
C24 1.15 -17.05 -2.88
C25 1.90 -16.81 -1.63
H43 0.57 -18.02 2.69
H44 0.23 -16.39 3.14
H45 1.72 -17.07 3.72
H46 2.25 -17.57 1.22
H47 2.44 -15.95 1.93
H48 0.04 -15.29 0.87
H49 -0.12 -16.82 0.36
H50 2.37 -13.76 -1.47
H51 3.26 -14.87 -0.38
H52 1.98 -14.01 0.29
H53 0.18 -14.11 -1.76
H54 -0.91 -15.56 -1.33
H55 0.88 -15.19 -3.78
H56 -0.61 -16.04 -3.67
H57 1.83 -17.30 -3.70
H58 0.59 -17.98 -2.80
H59 2.91 -16.45 -1.82
H60 1.86 -17.70 -1.01
N6 -0.28 -10.03 -1.51
S1 -1.51 -11.21 -1.71
O4 -1.50 -12.33 -0.78
O5 -1.97 -11.53 -3.08
F1 -2.75 -10.31 -1.14
S2 0.61 -10.57 -2.61
O6 0.18 -10.04 -3.92
O7 1.12 -11.90 -2.50
F2 1.90 -9.63 -2.21
N7 -4.17 -17.72 -2.43
S3 -4.61 -16.88 -1.37
O8 -3.66 -15.84 -0.96
O9 -5.51 -17.37 -0.34
F3 -5.67 -15.95 -2.24
S4 -3.10 -18.64 -1.53
O10 -3.67 -19.42 -0.43
O11 -1.71 -18.19 -1.38
F4 -2.92 -19.80 -2.72
N8 -3.65 -14.14 4.26
S5 -2.82 -15.32 3.93
O12 -2.64 -16.26 5.03
O13 -1.93 -15.40 2.79
F5 -4.12 -16.09 3.37
S6 -2.34 -13.12 4.50
O14 -2.19 -12.03 3.57
O15 -1.04 -13.68 5.06
F6 -3.00 -12.38 5.73
N9 5.30 -13.12 -4.92
S7 5.06 -13.06 -3.49
O16 4.65 -14.27 -2.80
O17 4.51 -11.84 -2.80
F7 6.63 -13.07 -3.07
S8 3.66 -12.93 -5.34
O18 3.40 -11.52 -5.50
O19 2.53 -13.84 -4.97
F8 3.90 -13.39 -6.88
N10 3.79 -17.80 8.53
S9 5.20 -17.34 8.11
O20 5.61 -15.91 8.25
O21 5.71 -18.09 6.98
F9 5.85 -17.95 9.46
S10 3.00 -16.66 7.54
O22 3.08 -16.98 6.09
O23 2.91 -15.31 7.97
F10 1.55 -17.06 7.90
N11 4.82 -19.51 0.71
S11 3.47 -20.59 1.04
O24 3.79 -21.95 1.49
O25 2.43 -20.54 0.07
F11 2.82 -19.76 2.28
S12 4.98 -20.03 -0.65
O26 4.13 -19.54 -1.74
O27 5.66 -21.29 -0.85
F12 6.30 -19.12 -0.96
N12 5.15 -14.91 1.73
S13 6.47 -14.19 1.04
O28 7.77 -14.29 1.72
O29 6.28 -12.92 0.28
F13 6.65 -15.28 -0.17
S14 4.85 -13.68 2.52
O30 4.08 -12.60 1.86
O31 5.81 -13.20 3.52
F14 3.80 -14.53 3.42

---

3.
Entry from the Open Molecules 2025 dataset: 7 unconnected molecules or ions with the total composition C25H61N7O22P3S3Si at a distorted geometry (wB97M-V/def2-TZVPD).

Molar mass in g mol⁻¹: 1029.0
Net charge: -1
Gap between HOMO and LUMO in eV: 4.9
Highest occupied orbital energy in Ha: -0.14829
Maximum force in eV/A: 2.72

Element x y z (Å)
C1 -2.03 1.15 -0.48
C2 -2.39 -0.09 -0.97
P1 -1.16 -1.57 -1.24
C3 -1.53 -1.39 -3.11
C4 -2.99 -1.73 -3.46
C5 -3.69 -0.50 -4.13
S1 -5.45 -0.43 -3.57
C6 -5.66 1.21 -2.90
S2 -4.96 2.48 -3.71
N1 -6.40 1.48 -1.76
C7 -7.23 0.36 -1.27
C8 -6.49 -0.75 -0.51
C9 -5.66 2.17 -0.71
C10 -6.37 3.54 -0.39
C11 -1.28 -1.77 0.66
C12 -2.62 -2.40 1.08
C13 -2.61 -3.92 0.90
S3 -3.89 -4.55 -0.20
O1 -4.86 -3.54 -0.53
O2 -4.55 -5.71 0.35
O3 -3.20 -5.00 -1.58
O4 0.05 -2.85 -1.39
C14 1.31 -2.37 -1.05
P2 2.78 -3.45 -1.49
O5 3.67 -3.58 -0.08
O6 2.07 -4.93 -1.78
C15 1.43 -0.83 -1.33
C16 2.29 -0.37 -2.53
P3 1.81 -0.97 -4.18
O7 0.72 -0.18 -4.77
O8 3.12 -0.75 -5.15
O9 1.57 -2.55 -4.24
Si1 2.24 0.14 0.14
C17 4.12 -0.19 0.26
C18 1.46 -0.22 1.83
C19 2.03 2.00 -0.15
O10 0.10 -0.36 -1.23
H1 -2.37 1.41 0.53
H2 -1.41 1.84 -1.05
H3 -3.47 -0.20 -1.16
H4 -2.17 -2.61 -1.27
H5 -0.86 -1.95 -3.78
H6 -1.37 -0.34 -3.35
H7 -2.98 -2.51 -4.22
H8 -3.61 -2.03 -2.60
H9 -3.75 -0.67 -5.20
H10 -3.18 0.44 -3.92
H11 -7.75 -0.05 -2.14
H12 -8.02 0.80 -0.65
H13 -6.98 -1.72 -0.63
H14 -5.47 -0.85 -0.88
H15 -6.43 -0.53 0.56
H16 -5.63 1.62 0.24
H17 -4.64 2.42 -0.98
H18 -7.34 3.56 -0.88
H19 -5.75 4.40 -0.62
H20 -6.59 3.57 0.69
H21 -0.51 -2.43 1.07
H22 -1.19 -0.83 1.22
H23 -3.48 -1.90 0.62
H24 -2.73 -2.20 2.16
H25 -2.74 -4.46 1.84
H26 -1.65 -4.26 0.50
H27 -2.82 -4.20 -2.00
H28 1.34 -2.40 0.07
H29 3.07 -3.51 0.68
H30 2.29 -5.56 -1.08
H31 3.35 -0.61 -2.36
H32 2.22 0.72 -2.60
H33 3.53 0.09 -4.93
H34 0.90 -2.83 -3.59
H35 4.41 -1.12 -0.23
H36 4.64 0.69 -0.14
H37 4.36 -0.27 1.33
H38 2.17 0.12 2.59
H39 0.58 0.43 1.91
H40 1.18 -1.26 2.02
H41 2.48 2.32 -1.09
H42 2.49 2.59 0.65
H43 0.97 2.25 -0.22
C20 -2.11 -4.93 5.68
N2 -2.09 -3.55 5.15
O11 -1.31 -3.29 4.25
O12 -2.87 -2.75 5.65
H44 -1.37 -5.52 5.14
H45 -1.86 -4.88 6.74
H46 -3.10 -5.33 5.53
C21 4.98 5.55 0.11
N3 4.95 4.07 0.29
O13 5.32 3.38 -0.64
O14 4.56 3.66 1.37
H47 5.34 5.76 -0.89
H48 3.96 5.92 0.23
H49 5.64 5.96 0.86
C22 -4.23 -8.06 2.77
N4 -3.35 -7.20 3.62
O15 -3.18 -7.52 4.78
O16 -2.87 -6.24 3.07
H50 -4.60 -8.88 3.38
H51 -5.05 -7.43 2.42
H52 -3.63 -8.42 1.94
C23 6.20 7.45 4.66
N5 5.58 7.28 3.32
O17 6.14 7.80 2.37
O18 4.57 6.62 3.26
H53 7.09 8.05 4.56
H54 5.47 7.95 5.30
H55 6.44 6.46 5.04
C24 2.96 3.42 -4.12
N6 3.28 4.57 -3.23
O19 2.86 4.53 -2.09
O20 3.94 5.47 -3.71
H56 2.37 2.70 -3.57
H57 2.40 3.81 -4.97
H58 3.91 2.99 -4.44
C25 9.25 4.70 2.88
N7 8.62 5.40 4.03
O21 7.89 4.76 4.76
O22 8.88 6.58 4.17
H59 8.93 3.66 2.89
H60 8.92 5.20 1.97
H61 10.33 4.77 3.00

---

4.
Entry from the Open Molecules 2025 dataset: 11 unconnected molecules or ions with the total composition C25H62N4O17 at a distorted geometry (wB97M-V/def2-TZVPD).

Molar mass in g mol⁻¹: 690.8
Structure (SMILES): COC(=O)OC.COC(=O)OC.COC(=O)OC.CN(C)C=O.CN(C)C=O.CN(C)C=O.CN(C)C=O.CO.CO.CO.CO
Relative energy (zero: lowest compared OMol25 entry of this formula, charge and spin) in kcal/mol: 21.1
Gap between HOMO and LUMO in eV: 8.8
Highest occupied orbital energy in Ha: -0.32613
Maximum force in eV/A: 3.84

Element x y z (Å)
C1 2.80 4.35 0.27
O1 1.75 5.03 0.99
C2 0.49 4.75 0.65
O2 0.08 4.05 -0.28
O3 -0.27 5.24 1.62
C3 -1.60 4.77 1.87
H1 2.55 3.33 0.00
H2 3.62 4.24 0.99
H3 3.08 5.04 -0.53
H4 -2.18 4.93 0.97
H5 -2.07 5.32 2.69
H6 -1.50 3.70 2.05
C4 -1.86 -1.64 5.19
O4 -2.74 -0.68 5.67
C5 -2.55 0.61 5.45
O5 -1.74 1.09 4.61
O6 -3.26 1.29 6.37
C6 -3.23 2.72 6.38
H7 -1.71 -1.65 4.11
H8 -2.33 -2.61 5.35
H9 -0.95 -1.43 5.76
H10 -3.55 3.09 7.35
H11 -4.04 3.06 5.73
H12 -2.24 3.10 6.15
C7 4.18 1.50 -7.44
O7 4.31 0.07 -7.05
C8 3.36 -0.62 -6.41
O8 3.33 -1.86 -6.37
O9 2.40 0.22 -5.83
C9 1.36 -0.37 -5.02
H13 3.81 2.20 -6.69
H14 3.41 1.62 -8.20
H15 5.08 2.03 -7.78
H16 0.57 -0.68 -5.70
H17 0.99 0.32 -4.25
H18 1.67 -1.32 -4.59
C10 -3.41 -1.10 1.26
O10 -4.25 -1.44 0.25
H19 -3.13 -2.07 1.68
H20 -2.51 -0.61 0.91
H21 -4.03 -0.43 1.86
H22 -3.73 -2.02 -0.31
C11 -0.31 -4.78 1.96
O11 -0.65 -3.71 2.80
H23 0.66 -4.58 1.50
H24 -0.39 -5.72 2.51
H25 -1.02 -4.69 1.14
H26 0.06 -3.07 2.86
C12 3.62 1.64 -2.66
O12 4.28 2.67 -1.90
H27 3.39 0.73 -2.10
H28 2.70 2.06 -3.08
H29 4.26 1.28 -3.46
H30 4.89 2.28 -1.27
C13 -3.35 3.83 -1.19
O13 -4.53 3.19 -0.71
H31 -3.15 4.82 -0.76
H32 -2.51 3.15 -1.09
H33 -3.58 3.98 -2.24
H34 -4.62 2.39 -1.24
C14 -4.09 0.18 -2.95
O14 -4.79 1.17 -2.61
N1 -2.93 0.24 -3.64
C15 -2.26 -0.98 -4.09
C16 -2.45 1.53 -4.16
H35 -4.45 -0.84 -2.76
H36 -2.15 -0.75 -5.15
H37 -2.80 -1.88 -3.82
H38 -1.29 -1.04 -3.60
H39 -3.13 2.32 -3.86
H40 -1.48 1.80 -3.74
H41 -2.43 1.59 -5.24
C17 2.28 -1.86 4.49
O15 1.68 -2.21 3.45
N2 3.55 -1.45 4.56
C18 4.11 -0.98 5.83
C19 4.41 -1.16 3.39
H42 1.83 -1.88 5.49
H43 4.39 0.07 5.83
H44 5.04 -1.51 6.04
H45 3.48 -1.18 6.70
H46 4.34 -1.97 2.67
H47 4.30 -0.20 2.88
H48 5.44 -1.20 3.74
C20 -1.22 -2.88 -1.16
O16 -2.44 -2.66 -1.16
N3 -0.69 -4.14 -1.33
C21 0.76 -4.47 -1.32
C22 -1.57 -5.27 -1.57
H49 -0.43 -2.11 -1.09
H50 1.04 -4.86 -2.30
H51 0.95 -5.24 -0.57
H52 1.37 -3.62 -1.04
H53 -1.34 -5.73 -2.53
H54 -1.41 -6.06 -0.84
H55 -2.61 -4.95 -1.46
C23 -0.18 0.75 -0.63
O17 0.15 0.58 -1.80
N4 0.54 0.26 0.36
C24 0.13 0.50 1.75
C25 1.67 -0.64 0.14
H56 -1.05 1.39 -0.43
H57 1.05 0.64 2.33
H58 -0.42 -0.33 2.19
H59 -0.54 1.35 1.86
H60 2.48 -0.61 0.87
H61 1.30 -1.66 0.31
H62 2.14 -0.67 -0.84

---

Result set for E: -8249.063370; -10950.253989; -5535.324772; -2487.728281 Eh, one per record in the order listed.
Result set for E_LUMO: 2.150; 0.074; 0.881; -0.055 eV, one per record in the order listed.